# 1
Molecular formula: C21H28N4O3
Method: DFT, the ωB97M-V functional and the def2-TZVPD basis

## Properties
Energy above the lowest of the compared OMol25 structures with the same formula, charge and spin (kcal/mol): 39.2
Total energy (Eh): -1261.80059
LUMO (eV): 0.63
SMILES: COc1ccc(CCN2C[C@H](C(=O)NCCc3cnn(C)c3)CCC2=O)cc1
Kohn-Sham gap (hartree): 0.342

The geometry in ORCA input format:
```
! RIJCOSX wB97M-V def2-TZVPD def2/J DEFGRID3
* xyz 0 1
C -3.4614 -2.6588 0.0373
O -2.4154 -2.6576 -0.9109
C -1.1415 -2.4802 -0.4671
C -0.7932 -1.9969 0.7900
C 0.5449 -1.8801 1.1371
C 1.5601 -2.2483 0.2658
C 3.0022 -2.1782 0.6830
C 3.8909 -1.3334 -0.2440
N 3.5214 0.0632 -0.2682
C 2.5178 0.5428 -1.1864
C 1.4028 1.2389 -0.3932
C 0.3147 1.6889 -1.3689
O 0.3268 2.7712 -1.9161
N -0.6262 0.7499 -1.5972
C -1.8161 1.0331 -2.3735
C -2.7356 2.0326 -1.6461
C -2.9997 1.5839 -0.2506
C -4.0635 0.8079 0.2333
N -3.9131 0.5418 1.5197
N -2.7786 1.1270 1.8873
C -2.3167 1.0453 3.2423
C -2.1933 1.7674 0.8556
C 1.9924 2.4252 0.3801
C 3.5178 2.3276 0.5106
C 3.9968 0.9013 0.6847
O 4.7593 0.5421 1.5606
C 1.1979 -2.7182 -0.9949
C -0.1254 -2.8211 -1.3640
H -3.6272 -1.6692 0.4706
H -4.3515 -2.9615 -0.5113
H -3.2654 -3.3796 0.8368
H -1.5540 -1.7219 1.5039
H 0.7998 -1.5148 2.1226
H 3.0770 -1.7644 1.6897
H 3.4158 -3.1902 0.7039
H 3.8667 -1.7166 -1.2661
H 4.9164 -1.3833 0.1321
H 2.1128 -0.3015 -1.7461
H 2.9512 1.2562 -1.8981
H 0.9834 0.5021 0.2991
H -0.6281 -0.0930 -1.0436
H -2.3333 0.0881 -2.5456
H -1.5106 1.4630 -3.3308
H -3.6703 2.1227 -2.2003
H -2.2365 3.0023 -1.6306
H -4.9211 0.4460 -0.2986
H -1.3154 0.6116 3.2822
H -2.2908 2.0351 3.7023
H -3.0105 0.4127 3.7925
H -1.2744 2.3065 0.9691
H 1.5463 2.4714 1.3750
H 1.7371 3.3466 -0.1487
H 3.8701 2.9179 1.3561
H 3.9897 2.7188 -0.3939
H 1.9626 -3.0305 -1.6912
H -0.4060 -3.1922 -2.3370
*
```

---

# 2
Molecular formula: C21H28N4O3S
Method: DFT, the ωB97M-V functional and the def2-TZVPD basis

## Properties
Energy above the lowest of the compared OMol25 structures with the same formula, charge and spin (kcal/mol): 26.1
Total energy (Eh): -1660.02805
LUMO (eV): 0.33
SMILES: C[C@H](NC(=O)[C@H]1N2C(=O)c3ccccc3[C@@H]2SC1(C)C)C(=O)N1CCN(C)CC1
Kohn-Sham gap (hartree): 0.335

The geometry in ORCA input format:
```
! RIJCOSX wB97M-V def2-TZVPD def2/J DEFGRID3
* xyz 0 1
C 1.9535 2.6834 -2.2865
C 1.2987 1.3461 -1.9598
N 0.1695 1.5395 -1.0696
C -1.0814 1.1380 -1.3500
O -1.3933 0.6035 -2.3952
C -2.0973 1.3122 -0.2115
N -1.7970 0.3795 0.8488
C -2.7806 -0.3588 1.4849
O -3.8150 -0.7146 0.9755
C -2.2872 -0.5749 2.8625
C -2.8495 -1.2878 3.9060
C -2.2012 -1.2632 5.1311
C -1.0264 -0.5434 5.3020
C -0.4595 0.1698 4.2540
C -1.1062 0.1482 3.0364
C -0.7527 0.7914 1.7378
S -0.7819 2.6552 1.7148
C -2.1490 2.7083 0.4515
C -3.4679 2.8896 1.1949
C -1.9278 3.8546 -0.5225
C 2.3028 0.4311 -1.2307
O 3.3086 0.8959 -0.7244
N 1.9726 -0.8692 -1.1026
C 0.8809 -1.5926 -1.7149
C 1.4357 -2.6271 -2.6959
N 2.3266 -3.5366 -2.0005
C 2.7800 -4.6113 -2.8547
C 3.4322 -2.7967 -1.4205
C 2.8922 -1.7678 -0.4307
H 2.7818 2.5293 -2.9718
H 1.2306 3.3521 -2.7476
H 2.3462 3.1367 -1.3794
H 0.9215 0.8815 -2.8742
H 0.3597 2.0590 -0.2208
H -3.0791 1.0417 -0.6175
H -3.7642 -1.8398 3.7569
H -2.6161 -1.8077 5.9659
H -0.5448 -0.5349 6.2682
H 0.4499 0.7348 4.3896
H 0.2435 0.4947 1.3897
H -4.2913 2.9518 0.4859
H -3.4418 3.8050 1.7823
H -3.6590 2.0571 1.8698
H -2.6720 3.8017 -1.3152
H -2.0364 4.8056 -0.0060
H -0.9406 3.8223 -0.9744
H 0.1860 -0.9355 -2.2307
H 0.3362 -2.1177 -0.9219
H 0.6068 -3.2004 -3.1151
H 1.9522 -2.1041 -3.5227
H 3.4024 -5.2889 -2.2722
H 1.9151 -5.1612 -3.2220
H 3.3623 -4.2535 -3.7183
H 4.0848 -3.4971 -0.8950
H 4.0276 -2.2780 -2.1943
H 3.7042 -1.1727 -0.0111
H 2.3550 -2.2840 0.3715
*
```